The following is a quantum chemistry calculation of an isolated molecule of C24H29N3O4S, from the Open Molecules 2025 dataset.

```
! wB97M-V def2-TZVPD RIJCOSX def2/J DEFGRID3
* xyz 0 1
C 3.04 -4.73 -4.22
C 2.25 -3.42 -4.30
C 2.38 -2.65 -3.01
C 3.37 -1.69 -2.85
C 3.51 -1.03 -1.65
C 2.67 -1.32 -0.59
C 1.68 -2.28 -0.74
N 0.85 -2.53 0.36
C -0.23 -3.33 0.46
O -0.66 -4.07 -0.40
C -0.90 -3.18 1.84
C -2.18 -3.99 1.97
C -3.26 -2.98 1.57
C -2.73 -1.68 2.16
N -1.29 -1.77 1.99
S -0.41 -0.83 3.05
O -0.93 -0.88 4.38
O 0.97 -1.20 2.85
C -0.68 0.78 2.35
C -1.32 1.77 3.08
C -1.53 3.03 2.54
C -1.07 3.26 1.25
C -0.43 2.26 0.51
C -0.23 1.01 1.05
C -0.08 2.79 -0.85
C -0.26 4.30 -0.67
C 1.08 4.97 -0.37
N -1.14 4.43 0.49
C -1.94 5.51 0.79
C -1.98 6.61 -0.24
O -2.59 5.56 1.81
C 1.54 -2.94 -1.95
H 2.95 -5.29 -5.14
H 4.09 -4.53 -4.03
H 2.66 -5.34 -3.40
H 2.63 -2.82 -5.13
H 1.20 -3.65 -4.49
H 4.03 -1.46 -3.68
H 4.29 -0.28 -1.53
H 2.79 -0.81 0.36
H 1.09 -2.01 1.21
H -0.16 -3.44 2.61
H -2.15 -4.85 1.30
H -2.33 -4.33 2.99
H -4.25 -3.24 1.96
H -3.31 -2.91 0.48
H -3.10 -0.79 1.64
H -2.98 -1.59 3.22
H -1.65 1.53 4.08
H -2.03 3.80 3.09
H 0.25 0.22 0.50
H 0.94 2.53 -1.14
H -0.76 2.38 -1.59
H -0.72 4.76 -1.55
H 1.56 4.47 0.47
H 1.74 4.90 -1.24
H 0.96 6.02 -0.12
H -0.99 7.01 -0.45
H -2.62 7.40 0.14
H -2.41 6.23 -1.17
H 0.77 -3.69 -2.06
*
```

Energy relative to the best compared isomer or geometry (same formula, charge and spin) ... 0.947 eV
SMILES ... CCc1cccc(NC(=O)[C@@H]2CCCN2S(=O)(=O)c2ccc3c(c2)C[C@H](C)N3C(C)=O)c1
LUMO energy ... 0.47 eV

***

The following is a quantum chemistry calculation of an isolated molecule of C24H29N5, from the Open Molecules 2025 dataset.

```
! wB97M-V def2-TZVPD RIJCOSX def2/J DEFGRID3
* xyz 0 1
C 3.28 1.77 3.62
C 2.83 2.65 2.75
C 3.19 2.65 1.29
N 2.02 2.48 0.44
C 1.50 1.24 0.20
N 2.26 0.20 0.51
C 1.88 -1.04 0.23
N 2.70 -2.01 0.71
C 2.54 -3.43 0.51
C 3.45 -3.92 -0.62
C 4.90 -3.57 -0.29
C 5.04 -2.08 0.01
C 4.05 -1.67 1.11
C 0.67 -1.28 -0.47
C 0.23 -2.51 -0.96
N -0.20 -3.48 -1.43
C -0.15 -0.17 -0.78
C 0.23 1.10 -0.41
C -0.65 2.30 -0.68
N -2.04 1.96 -0.95
C -2.78 1.64 0.27
C -4.22 1.37 -0.03
C -4.84 0.20 0.38
C -6.18 -0.03 0.10
C -6.91 0.91 -0.62
C -6.29 2.08 -1.04
C -4.96 2.31 -0.75
C -2.09 0.92 -1.95
C -1.45 -0.40 -1.50
H 2.98 1.79 4.66
H 3.98 1.00 3.34
H 2.12 3.41 3.05
H 3.65 3.61 1.02
H 3.88 1.84 1.07
H 1.38 3.25 0.43
H 2.84 -3.93 1.45
H 1.50 -3.68 0.31
H 3.16 -3.43 -1.55
H 3.33 -4.99 -0.75
H 5.22 -4.15 0.59
H 5.56 -3.85 -1.12
H 4.81 -1.51 -0.89
H 6.05 -1.85 0.33
H 4.28 -2.21 2.04
H 4.09 -0.60 1.29
H -0.28 2.85 -1.56
H -0.64 2.99 0.17
H -2.34 0.79 0.82
H -2.71 2.52 0.92
H -4.28 -0.54 0.94
H -6.65 -0.94 0.43
H -7.95 0.73 -0.84
H -6.86 2.81 -1.60
H -4.47 3.21 -1.08
H -1.57 1.30 -2.83
H -3.14 0.75 -2.22
H -2.13 -0.94 -0.84
H -1.28 -1.04 -2.37
*
```

SMILES ... C=CCNc1nc(N2CCCCC2)c(C#N)c2c1CN(Cc1ccccc1)CC2
LUMO energy ... 0.65 eV

***

Q: LUMO energy of number 1 (C24H29N3O4S)?
A: 0.47 eV

***

Q: The lowest LUMO energy belongs to which entry?
A: C24H29N3O4S